Record 1
ORCA calculation (ωB97M-V/def2-TZVPD) on an isolated molecule of C11H21N3O4 at a distorted geometry.

The molecular weight is 259.31 g mol⁻¹. Its SMILES is CC[C@H](C)[C@H](N)C(=O)N[C@@H](CCC(N)=O)C(=O)O. The calculation puts the total energy at -897.01290 Eh. The value obtained for the relative energy (zero: lowest compared OMol25 entry of this formula, charge and spin) is 29.0 kcal per mole. The HOMO-LUMO gap comes out at 9.74 eV. The HOMO energy comes out at -9.5 eV.

```
! RIJCOSX wB97M-V def2-TZVPD def2/J DEFGRID3
* xyz 0 1
C 4.012 1.596 -0.684
C 2.970 0.484 -0.793
C 2.884 -0.436 0.451
C 4.177 -1.244 0.582
C 1.713 -1.441 0.352
N 1.784 -2.272 -0.869
C 0.428 -0.702 0.598
O 0.455 0.163 1.442
N -0.660 -1.268 0.070
C -2.003 -0.669 0.192
C -2.201 0.703 -0.484
C -2.149 1.807 0.548
C -1.365 2.932 0.007
N -0.024 2.797 0.195
O -1.853 3.887 -0.575
C -2.910 -1.786 -0.231
O -2.502 -2.803 -0.796
O -4.188 -1.740 0.175
H 4.156 2.179 -1.593
H 4.998 1.152 -0.619
H 3.873 2.283 0.153
H 1.973 0.906 -1.100
H 3.256 -0.138 -1.636
H 2.795 0.055 1.394
H 4.048 -2.141 1.192
H 4.540 -1.598 -0.412
H 5.024 -0.688 0.968
H 1.788 -2.140 1.173
H 1.280 -1.938 -1.694
H 1.463 -3.250 -0.703
H -0.681 -2.219 -0.221
H -2.141 -0.557 1.248
H -3.118 0.806 -1.075
H -1.401 0.814 -1.276
H -3.178 2.178 0.796
H -1.547 1.470 1.452
H 0.654 3.431 -0.180
H 0.306 1.946 0.610
H -4.424 -0.874 0.554
*
```


Record 2
ORCA calculation (ωB97M-V/def2-TZVPD) on an isolated molecule of C5H8S at a distorted geometry.

The molecular weight is 100.19 g mol⁻¹. Its SMILES is C=C[C@@H]1C[C@H]1S. The calculation puts the total energy at -593.40142 Eh. The value obtained for the relative energy (zero: lowest compared OMol25 entry of this formula, charge and spin) is 54.5 kcal per mole. The HOMO-LUMO gap comes out at 9.85 eV. The HOMO energy comes out at -8.8 eV.

```
! RIJCOSX wB97M-V def2-TZVPD def2/J DEFGRID3
* xyz 0 1
C 2.020 -1.355 -0.245
C 1.284 -0.424 0.296
C -0.019 -0.030 -0.162
C -0.539 1.397 0.000
C -1.173 0.327 0.741
S -2.923 -0.220 0.374
H 3.079 -1.577 0.009
H 1.606 -1.765 -1.179
H 1.654 0.126 1.132
H -0.295 -0.455 -1.240
H -0.101 2.327 0.473
H -0.920 1.697 -0.872
H -0.982 0.031 1.686
H -2.689 -0.080 -1.011
*
```


Record 3
ORCA calculation (ωB97M-V/def2-TZVPD) on a cluster of 4 separate species, C25H40N3O9 in total at a distorted geometry.

The molecular weight is 526.61 g mol⁻¹. The calculation puts the total energy at -1817.41013 Eh. The value obtained for the relative energy (zero: lowest compared OMol25 entry of this formula, charge and spin) is 160.6 kcal per mole. The HOMO-LUMO gap comes out at 7.13 eV. The HOMO energy comes out at -11.3 eV.

```
! RIJCOSX wB97M-V def2-TZVPD def2/J DEFGRID3
* xyz 1 1
C -0.386 -0.832 2.634
C -0.397 -0.905 1.307
N -0.276 -1.577 -0.030
C -1.427 -2.051 -0.530
C -2.937 -2.004 0.007
C -3.708 -0.880 -0.923
C -3.790 0.569 -0.192
O -4.942 1.136 -0.182
O -2.654 1.241 0.397
C -1.152 -2.796 -1.933
N -2.243 -2.918 -2.945
C 0.220 -2.020 -2.326
O 0.872 -2.893 -3.299
C 0.945 -2.206 -4.572
N 1.112 -1.451 -5.532
C 0.964 -1.789 -0.879
C 2.002 -2.950 -0.461
C 3.232 -2.456 0.467
C 4.423 -1.737 -0.381
O 5.747 -2.267 -0.091
C 1.511 -0.259 -1.055
O 2.077 0.008 -2.374
C 1.492 1.268 -2.842
C 2.290 2.633 -2.474
O 0.389 1.339 -3.472
H -0.472 -0.803 3.805
H -3.020 -1.635 1.092
H -3.472 -3.000 -0.198
H -4.740 -1.231 -1.283
H -3.080 -0.696 -1.891
H -2.230 1.813 -0.298
H -0.767 -3.880 -1.774
H -2.223 -3.863 -3.358
H -2.009 -2.217 -3.683
H -0.203 -1.065 -2.851
H 2.474 -3.474 -1.384
H 1.369 -3.767 0.085
H 2.818 -1.745 1.294
H 3.673 -3.389 1.003
H 4.164 -1.893 -1.510
H 4.355 -0.609 -0.138
H 6.264 -2.122 -0.923
H 2.262 0.024 -0.205
H 0.603 0.458 -0.924
H 1.522 3.335 -1.970
H 2.754 3.103 -3.433
H 3.131 2.367 -1.716
C 0.854 1.280 6.190
C 1.221 -0.177 6.112
O 1.033 -0.828 5.093
C 1.828 -0.805 7.337
H 0.426 1.598 5.236
H 0.110 1.435 6.975
H 1.746 1.878 6.391
H 1.127 -0.743 8.172
H 2.763 -0.300 7.589
H 2.041 -1.858 7.137
C -6.647 2.065 -2.792
C -5.714 1.724 -3.922
O -5.626 0.585 -4.351
C -4.891 2.844 -4.503
H -7.175 1.162 -2.473
H -6.078 2.455 -1.946
H -7.383 2.800 -3.126
H -4.244 3.269 -3.732
H -5.548 3.613 -4.914
H -4.264 2.452 -5.309
C 3.846 3.165 1.819
C 2.859 2.038 1.956
O 2.996 0.995 1.332
C 1.698 2.244 2.889
H 4.630 2.877 1.114
H 3.343 4.056 1.438
H 4.307 3.375 2.787
H 1.099 3.094 2.555
H 2.063 2.413 3.904
H 1.069 1.350 2.888
*
```